1.
The following is a quantum chemistry calculation of a molecular structure, C19H38IrO3P in a non-equilibrium geometry, from the Open Molecules 2025 dataset.

Computed properties:
Calculated total energy: -38568.77821 eV
F_max: 4.8 eV Å⁻¹
E_HOMO (alpha / beta): -0.5178 / -0.6163 Ha
Gap between HOMO and LUMO (alpha / beta): 7.16 / 5.88 eV
Multiplicity: 5
Charge: +2

Last column: natural (NBO) charge in e.
Geometry (Å):
C 1.363 -2.375 -1.103  -0.558
H 0.431 -2.713 -1.593  0.223
H 2.178 -2.384 -1.841  0.220
H 1.177 -1.301 -0.787  0.109
C 1.715 -3.219 0.113  -0.414
H 2.233 -2.575 0.841  0.185
H 0.784 -3.533 0.600  0.215
C 2.575 -4.456 -0.150  -0.606
H 2.872 -4.889 0.811  0.233
H 2.036 -5.227 -0.708  0.224
H 3.484 -4.204 -0.703  0.208
C 1.034 2.593 0.476  -0.066
C 2.056 1.771 1.123  -0.049
C 2.715 1.001 0.079  -0.001
C 2.147 1.388 -1.190  -0.044
C 1.101 2.356 -0.950  0.006
C 0.128 2.881 -1.978  -0.664
C 2.505 0.767 -2.501  -0.657
C 3.673 -0.112 0.312  -0.667
C 2.311 1.593 2.583  -0.648
C 0.117 3.577 1.132  -0.653
Ir 0.634 0.512 0.171  0.709
H 1.683 0.861 -3.219  0.238
H 3.410 1.215 -2.932  0.276
H 2.688 -0.301 -2.349  0.244
H 0.377 2.472 -2.963  0.247
H -0.904 2.595 -1.723  0.246
H 0.143 3.978 -2.058  0.278
H -0.022 3.364 2.193  0.245
H 0.588 4.566 1.031  0.272
H -0.861 3.624 0.642  0.248
H 2.862 0.660 2.737  0.244
H 2.935 2.424 2.926  0.271
H 1.397 1.552 3.193  0.236
H 3.461 -0.962 -0.347  0.253
H 4.701 0.216 0.134  0.285
H 3.574 -0.470 1.339  0.246
C -2.305 0.940 3.354  -0.645
C -1.299 -0.135 3.062  -0.072
O -1.481 -0.824 1.704  -0.665
P -1.535 0.140 0.242  1.867
O -2.882 0.927 0.783  -0.812
C -4.199 0.464 0.280  -0.070
C -4.523 -1.000 0.393  -0.653
O -2.078 0.106 -1.342  -0.761
C -1.500 -0.383 -2.632  -0.068
C -2.093 -1.743 -2.891  -0.645
H -2.299 1.769 2.656  0.225
H -2.019 1.266 4.361  0.244
H -3.329 0.555 3.375  0.235
H -0.296 0.332 3.169  0.186
H -1.396 -0.899 3.840  0.246
H -4.932 1.036 0.853  0.229
H -4.273 0.699 -0.786  0.200
H -4.838 -1.276 1.398  0.232
H -5.376 -1.154 -0.273  0.255
H -3.725 -1.687 0.135  0.207
H -1.826 0.289 -3.444  0.232
H -0.393 -0.414 -2.624  0.189
H -3.176 -1.671 -3.098  0.243
H -1.636 -2.135 -3.808  0.250
H -1.894 -2.448 -2.054  0.217

Forces on atoms 1 to 6 (eV/Å):
C -0.159 -0.306 -0.394
H 0.463 0.132 0.083
H -0.240 0.137 0.082
H 0.089 -0.662 -0.368
C -0.191 0.065 0.505
H -0.048 -0.195 -0.063

2.
The following is a quantum chemistry calculation of 2 unconnected molecules or ions with the total composition C19H38N5O10 in a non-equilibrium geometry, from the Open Molecules 2025 dataset.

Computed properties:
Calculated total energy: -48240.61104 eV
F_max: 2.0 eV Å⁻¹
E_HOMO: -0.4202 Ha
Gap between HOMO and LUMO: 9.05 eV
Charge: +1

Last column: Löwdin charge in e.
Geometry (Å):
O -2.238 2.045 -6.461  0.075
O 5.688 -0.986 2.777  0.103
O -4.403 -0.657 -6.679  0.064
O 5.603 -1.471 4.986  0.121
O 0.972 4.156 4.001  -0.046
O -1.297 -0.115 5.079  -0.118
O 0.167 1.390 4.104  -0.054
O 0.738 -2.108 5.112  0.000
O 1.876 0.563 1.804  -0.037
O 2.766 -1.631 2.964  -0.065
C -1.179 1.438 -6.439  -0.556
C 5.161 -1.571 3.708  -0.442
C -3.217 -0.867 -6.881  -0.465
C -1.857 0.729 0.442  -0.472
N -3.088 0.908 0.832  0.229
N -2.823 -1.199 -8.115  0.037
N -1.566 0.382 -0.803  0.102
N -1.063 0.159 -6.060  0.087
N -0.924 0.903 1.337  0.231
C -1.918 0.652 6.120  -0.062
C 0.099 2.143 -6.834  0.007
C -1.484 -1.564 -8.584  -0.060
C 3.526 -3.354 4.550  -0.029
C 1.558 3.149 3.172  -0.172
C 0.087 0.207 4.910  -0.303
C 3.907 -2.418 3.394  -0.249
C -2.531 0.160 -1.905  -0.158
C -1.832 -0.267 -3.205  -0.179
C 1.532 1.812 3.917  -0.232
C 0.787 -0.976 4.227  -0.214
C 2.338 0.735 3.159  -0.217
C 2.247 -0.631 3.872  -0.189
C -2.829 -0.369 -4.376  -0.138
C -2.184 -0.753 -5.732  -0.186
H 6.403 -0.923 4.945  0.137
H 0.100 3.863 4.319  0.091
H -0.183 -2.293 5.378  0.115
H 2.388 -0.192 1.440  0.123
H -3.286 1.167 1.780  0.138
H -3.829 0.789 0.165  0.122
H -3.574 -1.213 -8.789  0.150
H -0.590 0.273 -1.021  0.155
H -0.134 -0.228 -6.085  0.143
H 0.062 0.790 1.129  0.096
H -1.146 1.132 2.294  0.113
H -1.846 1.724 5.911  0.088
H -2.976 0.386 6.197  0.096
H -1.442 0.449 7.084  0.098
H -0.147 3.151 -7.169  0.091
H 0.766 2.200 -5.977  0.081
H 0.579 1.604 -7.649  0.079
H -1.002 -2.244 -7.879  0.080
H -1.559 -2.065 -9.551  0.091
H -0.873 -0.667 -8.706  0.073
H 3.296 -2.791 5.459  0.080
H 2.650 -3.950 4.278  0.091
H 4.352 -4.036 4.772  0.095
H 1.007 3.069 2.230  0.119
H 2.590 3.430 2.935  0.142
H 0.561 0.384 5.883  0.174
H 4.185 -3.059 2.553  0.160
H -3.246 -0.616 -1.622  0.130
H -3.079 1.087 -2.095  0.133
H -1.070 0.477 -3.442  0.111
H -1.350 -1.234 -3.056  0.120
H 2.005 1.967 4.894  0.172
H 0.250 -1.204 3.301  0.163
H 3.391 1.039 3.136  0.165
H 2.826 -0.580 4.800  0.172
H -3.584 -1.116 -4.125  0.126
H -3.335 0.592 -4.486  0.122
H -1.780 -1.758 -5.624  0.149

Forces on atoms 1 to 6 (eV/Å):
O -0.061 -0.552 0.140
O -0.219 -0.419 1.271
O 0.264 -0.100 0.551
O -0.588 -0.379 -0.809
O 0.106 -0.087 -0.143
O 1.206 0.330 -0.116

3.
The following is a quantum chemistry calculation of a molecular structure, C19H38NO3P3Re in a non-equilibrium geometry, from the Open Molecules 2025 dataset.

Computed properties:
Calculated total energy: -57904.37659 eV
F_max: 7.2 eV Å⁻¹
E_HOMO (alpha / beta): -0.7471 / -0.7982 Ha
Gap between HOMO and LUMO (alpha / beta): 6.92 / 5.41 eV
Multiplicity: 4
Charge: +4

Last column: natural (NBO) charge in e.
Geometry (Å):
P 2.857 -0.284 0.081  1.366
C 3.585 -0.340 1.734  -0.967
H 4.662 -0.485 1.556  0.298
H 3.197 -1.201 2.294  0.272
H 3.414 0.595 2.281  0.280
C 3.164 -1.990 -0.449  -0.983
H 3.394 -2.017 -1.516  0.266
H 2.276 -2.593 -0.214  0.271
H 4.017 -2.373 0.126  0.317
C 3.922 0.961 -0.713  -0.985
H 4.928 0.534 -0.801  0.314
H 3.968 1.846 -0.060  0.293
H 3.536 1.250 -1.700  0.241
P -0.903 2.881 -0.545  1.293
C -1.058 3.701 1.040  -0.954
H -1.385 4.725 0.822  0.306
H -0.079 3.711 1.524  0.276
H -1.785 3.172 1.661  0.276
C 0.216 4.036 -1.373  -0.976
H -0.014 4.069 -2.429  0.262
H 1.260 3.757 -1.222  0.259
H 0.069 5.027 -0.943  0.305
C -2.581 3.070 -1.213  -0.969
H -2.731 4.106 -1.519  0.310
H -3.294 2.826 -0.423  0.284
H -2.748 2.411 -2.059  0.231
P -2.209 -1.790 0.150  1.482
C -2.921 -2.106 1.767  -0.975
H -3.557 -2.989 1.614  0.305
H -3.534 -1.255 2.087  0.293
H -2.138 -2.322 2.507  0.280
C -3.646 -1.507 -0.900  -0.994
H -4.471 -2.054 -0.433  0.323
H -3.466 -1.900 -1.902  0.270
H -3.897 -0.437 -0.940  0.277
C -1.336 -3.336 -0.177  -0.965
H -2.101 -4.057 -0.495  0.319
H -0.862 -3.686 0.747  0.300
H -0.576 -3.229 -0.955  0.247
Re -0.066 0.383 -1.140  0.232
C 1.034 1.216 0.371  0.522
O 1.400 1.806 1.334  -0.415
C -1.549 0.263 0.305  0.388
O -2.155 0.685 1.261  -0.402
C -1.392 0.196 -2.820  -0.231
C -0.867 -1.077 -2.588  -0.216
C 0.509 -1.248 -2.476  -0.168
C 1.372 -0.172 -2.701  -0.191
C 0.852 1.107 -2.914  -0.246
C -0.532 1.289 -3.021  -0.133
H -2.460 0.344 -2.797  0.293
H -1.529 -1.921 -2.431  0.280
H 0.902 -2.224 -2.249  0.281
H 2.442 -0.327 -2.620  0.285
H 1.521 1.953 -2.951  0.299
H -0.950 2.285 -3.156  0.295
C 0.194 -0.719 3.984  -0.721
C 0.522 -1.758 2.944  0.706
N 0.819 -3.020 3.338  -0.765
O 0.519 -1.487 1.724  -0.774
H 0.362 -1.072 5.005  0.271
H -0.857 -0.422 3.873  0.251
H 0.803 0.175 3.804  0.250
H 1.050 -3.685 2.604  0.414
H 0.880 -3.297 4.311  0.448

Forces on atoms 1 to 6 (eV/Å):
P 2.813 -0.595 1.363
C -0.562 0.165 0.510
H -0.169 0.100 0.072
H 0.125 0.298 -0.110
H 0.176 -0.294 -0.046
C -0.542 0.013 -0.672

4.
The following is a quantum chemistry calculation of C19H38O in the gas phase, from the Open Molecules 2025 dataset.

Computed properties:
Calculated total energy: -22367.14730 eV
F_max: 0.5 eV Å⁻¹
E_HOMO: -0.3277 Ha
Gap between HOMO and LUMO: 9.78 eV
ΔE to the lowest compared entry with this formula, charge and spin: 5.8 kcal/mol

Last column: natural (NBO) charge in e.
Geometry (Å):
C -5.626 -0.166 1.718  -0.665
C -4.971 -0.782 0.516  0.044
C -5.589 -1.702 -0.215  -0.235
C -6.970 -2.222 0.063  -0.096
O -7.390 -3.212 -0.846  -0.709
C -3.598 -0.285 0.166  -0.423
C -3.658 1.133 -0.415  -0.380
C -2.277 1.707 -0.760  -0.216
C -2.437 2.879 -1.728  -0.601
C -1.538 2.148 0.510  -0.389
C -0.033 2.367 0.337  -0.395
C 0.740 1.062 0.152  -0.385
C 2.252 1.265 -0.015  -0.191
C 2.899 1.686 1.303  -0.617
C 2.888 -0.023 -0.556  -0.399
C 4.373 0.117 -0.924  -0.401
C 5.319 -0.561 0.070  -0.390
C 5.326 -2.092 -0.027  -0.217
C 5.939 -2.694 1.237  -0.598
C 6.099 -2.571 -1.253  -0.604
H -6.512 0.397 1.427  0.221
H -4.943 0.504 2.234  0.215
H -5.947 -0.939 2.415  0.222
H -5.097 -2.141 -1.072  0.197
H -7.689 -1.384 0.074  0.161
H -7.009 -2.699 1.049  0.184
H -7.300 -2.865 -1.740  0.461
H -2.976 -0.291 1.063  0.202
H -3.137 -0.949 -0.568  0.207
H -4.156 1.801 0.291  0.196
H -4.267 1.100 -1.321  0.203
H -1.699 0.923 -1.259  0.192
H -2.911 2.551 -2.650  0.207
H -3.055 3.656 -1.282  0.201
H -1.472 3.311 -1.980  0.205
H -1.992 3.077 0.863  0.200
H -1.680 1.398 1.291  0.196
H 0.335 2.881 1.226  0.201
H 0.154 3.020 -0.518  0.194
H 0.361 0.551 -0.734  0.196
H 0.559 0.410 1.010  0.193
H 2.412 2.061 -0.752  0.189
H 2.763 0.910 2.054  0.200
H 2.455 2.605 1.677  0.208
H 3.963 1.860 1.174  0.209
H 2.327 -0.329 -1.442  0.203
H 2.765 -0.810 0.190  0.194
H 4.545 -0.305 -1.916  0.202
H 4.628 1.177 -0.988  0.201
H 5.032 -0.273 1.082  0.199
H 6.336 -0.199 -0.099  0.199
H 4.292 -2.445 -0.110  0.191
H 5.367 -2.411 2.117  0.205
H 5.956 -3.780 1.175  0.205
H 6.961 -2.343 1.365  0.200
H 6.077 -3.657 -1.315  0.207
H 5.670 -2.173 -2.169  0.205
H 7.138 -2.253 -1.194  0.200

Forces on atoms 1 to 6 (eV/Å):
C -0.066 -0.080 -0.089
C 0.176 -0.126 -0.114
C -0.096 -0.053 0.085
C -0.078 0.363 0.307
O -0.032 -0.252 -0.373
C -0.199 0.152 -0.146

5.
The following is a quantum chemistry calculation of a molecular structure, C19H39Br16IN3 in a non-equilibrium geometry, from the Open Molecules 2025 dataset.

Computed properties:
Calculated total energy: -1153579.45842 eV
F_max: 1.9 eV Å⁻¹
E_HOMO: -0.4060 Ha
Gap between HOMO and LUMO: 6.41 eV
ΔE to the lowest compared entry with this formula, charge and spin: 0.0 kcal/mol
Charge: +1

Last column: Löwdin charge in e.
Geometry (Å):
N -4.222 0.341 -1.662  0.206
C -3.040 0.263 -2.234  -0.517
N -2.699 -0.724 -3.162  0.092
C -2.018 0.157 -4.175  -0.112
C -1.110 0.920 -3.213  -0.209
N -2.037 1.142 -2.031  -0.340
I -2.698 3.136 -2.040  0.991
H -5.072 0.197 -2.200  0.046
H -4.308 0.656 -0.705  0.109
H -1.928 -1.265 -2.751  0.086
H -2.798 0.848 -4.493  0.120
H -1.539 -0.395 -4.972  0.136
H -0.627 1.826 -3.552  0.096
H -0.372 0.205 -2.843  0.090
Br 0.195 -2.819 -1.397  0.640
C 1.624 -1.576 -1.869  -0.696
C 2.940 -1.975 -1.263  -0.676
Br 3.007 -1.560 0.634  0.642
H 1.303 -0.591 -1.544  0.037
H 1.684 -1.608 -2.955  0.034
H 3.752 -1.409 -1.715  0.062
H 3.141 -3.036 -1.362  0.057
Br 0.154 5.265 3.826  0.521
C -1.139 3.875 3.330  -0.648
C -0.642 2.830 2.360  -0.663
Br -0.600 3.488 0.516  0.485
H -2.006 4.395 2.937  0.048
H -1.394 3.400 4.274  0.059
H -1.340 1.996 2.335  0.055
H 0.354 2.467 2.590  0.026
Br -5.874 -3.006 -4.792  0.618
C -5.924 -3.066 -2.850  -0.708
C -7.266 -2.673 -2.303  -0.703
Br -7.553 -0.751 -2.421  0.643
H -5.126 -2.416 -2.505  0.013
H -5.695 -4.094 -2.576  0.067
H -7.324 -2.905 -1.243  -0.073
H -8.089 -3.135 -2.838  0.060
Br 9.360 -1.834 2.748  0.623
C 7.438 -1.571 2.682  -0.707
C 6.807 -2.304 1.529  -0.704
Br 7.134 -1.408 -0.165  0.595
H 7.270 -0.500 2.631  0.043
H 7.058 -1.957 3.625  0.059
H 5.725 -2.327 1.641  0.001
H 7.185 -3.316 1.425  0.052
Br 1.779 -4.139 -4.907  0.613
C 1.136 -5.709 -3.950  -0.691
C -0.082 -6.306 -4.601  -0.685
Br -1.673 -5.253 -4.237  0.586
H 0.946 -5.395 -2.929  0.012
H 1.962 -6.415 -3.969  0.063
H -0.284 -7.292 -4.190  0.062
H 0.009 -6.375 -5.680  0.054
Br 5.651 4.468 0.137  0.618
C 5.101 3.605 1.787  -0.694
C 3.730 2.995 1.669  -0.657
Br 2.321 4.341 1.735  0.601
H 5.145 4.359 2.566  0.038
H 5.847 2.837 1.979  0.056
H 3.538 2.338 2.515  0.062
H 3.603 2.443 0.743  0.046
Br -8.484 -4.024 0.807  0.697
C -7.240 -3.815 2.283  -0.674
C -6.774 -2.388 2.400  -0.659
Br -5.477 -1.953 1.002  0.619
H -6.421 -4.503 2.104  0.053
H -7.781 -4.117 3.175  0.065
H -6.253 -2.229 3.341  0.062
H -7.585 -1.674 2.304  0.056
Br 2.487 6.620 4.894  0.568
C 3.872 7.953 4.560  -0.658
C 5.245 7.423 4.872  -0.704
Br 5.577 7.342 6.783  0.621
H 3.618 8.825 5.154  0.053
H 3.790 8.194 3.503  0.063
H 6.006 8.088 4.470  0.060
H 5.397 6.420 4.487  0.036

Forces on atoms 1 to 6 (eV/Å):
N 0.161 -0.343 0.335
C 0.566 -0.029 0.778
N -0.335 0.494 -1.047
C -0.093 0.444 1.067
C 0.441 -1.073 0.531
N -0.731 1.189 -1.313

6.
The following is a quantum chemistry calculation of 7 unconnected molecules or ions with the total composition C19H39NO20 in a non-equilibrium geometry, from the Open Molecules 2025 dataset.

Computed properties:
Calculated total energy: -62769.76340 eV
F_max: 5.6 eV Å⁻¹
E_HOMO (alpha / beta): -0.0072 / -0.1472 Ha
Gap between HOMO and LUMO (alpha / beta): 1.92 / 5.73 eV
Multiplicity: 2
Charge: -1

Last column: Löwdin spin population.
Geometry (Å):
C -0.563 -0.604 5.377  0.006
O 0.053 0.656 5.136  0.002
C 1.042 1.062 5.864  0.000
O 1.391 0.597 6.941  0.001
O 1.562 2.180 5.313  0.000
C 2.683 2.843 5.872  0.000
H -1.050 -1.052 4.510  0.003
H -1.374 -0.397 6.075  0.001
H 0.103 -1.256 5.942  0.003
H 3.236 2.209 6.565  0.000
H 2.317 3.786 6.278  0.000
H 3.376 3.054 5.057  0.000
C 4.436 1.305 -2.561  0.000
O 5.320 2.388 -2.670  0.000
C 6.357 2.532 -1.796  0.000
O 6.462 1.926 -0.703  0.000
O 7.259 3.369 -2.302  0.000
C 8.489 3.641 -1.647  0.000
H 3.735 1.306 -3.397  0.000
H 3.744 1.285 -1.719  0.000
H 4.967 0.353 -2.584  0.000
H 9.173 2.794 -1.675  0.000
H 8.379 3.869 -0.587  0.000
H 9.042 4.487 -2.056  0.000
C 1.157 4.457 -1.065  0.000
O 0.681 5.342 -2.061  0.000
C -0.553 5.822 -1.964  0.000
O -1.439 5.472 -1.154  0.000
O -0.641 6.852 -2.962  0.000
C -1.813 7.594 -3.001  0.000
H 2.228 4.294 -1.181  0.000
H 0.749 3.446 -1.058  0.000
H 0.943 4.920 -0.101  0.000
H -1.977 8.185 -2.100  0.000
H -2.678 6.939 -3.102  0.000
H -1.732 8.343 -3.789  0.000
C -0.151 -0.699 1.774  0.002
O 0.283 -0.934 0.421  0.001
C 0.420 0.114 -0.314  0.000
O 0.308 1.312 -0.017  0.000
O 0.709 -0.378 -1.576  0.000
C 1.056 0.386 -2.698  0.000
H -0.553 -1.576 2.281  0.002
H -0.951 0.041 1.806  0.000
H 0.724 -0.411 2.356  0.000
H 1.653 1.185 -2.258  0.000
H 0.196 0.854 -3.178  0.000
H 1.648 -0.200 -3.401  0.000
C -4.200 -5.098 -3.719  0.000
O -3.522 -3.921 -3.257  0.000
C -3.631 -2.794 -3.932  0.000
O -4.412 -2.548 -4.814  0.000
O -2.621 -2.020 -3.537  0.000
C -2.342 -0.735 -4.209  0.000
H -4.259 -5.151 -4.806  0.000
H -5.155 -5.173 -3.199  0.000
H -3.655 -6.018 -3.508  0.000
H -3.229 -0.103 -4.246  0.000
H -1.955 -0.878 -5.218  0.000
H -1.522 -0.253 -3.676  0.000
C -4.876 -5.047 1.073  0.003
O -3.766 -5.086 0.201  0.001
C -2.862 -4.114 0.232  0.001
O -2.935 -3.008 0.867  0.002
O -2.091 -4.272 -0.871  0.001
C -1.170 -3.305 -1.269  0.000
H -4.612 -5.371 2.080  0.004
H -5.666 -5.724 0.750  0.000
H -5.307 -4.053 1.189  0.001
H -1.532 -2.364 -0.853  0.000
H -1.182 -3.211 -2.355  0.000
H -0.135 -3.427 -0.950  0.000
C -2.227 -4.273 3.857  0.026
N -1.641 -4.346 5.240  0.408
O -1.946 -3.465 6.024  0.229
O -0.784 -5.187 5.476  0.273
H -2.157 -3.266 3.448  0.011
H -3.271 -4.569 3.968  0.014
H -1.743 -4.916 3.122  0.003

Forces on atoms 1 to 6 (eV/Å):
C -0.834 -0.364 2.083
O -0.167 0.349 -2.143
C 0.935 0.221 2.610
O -0.008 0.370 -1.349
O -0.423 -0.443 -0.800
C 0.149 -0.301 -0.135